Entry 1:
Computed, not measured: a 3-piece molecular cluster, C15H20BrN3O3 overall at a distorted geometry, with the ωB97M-V functional and the def2-TZVPD basis.

Gap between HOMO and LUMO: 8.3 eV
SMILES string: NC(N)(N)COC(=O)OBr.c1ccccc1.c1ccccc1
Energy: -96533.3224 eV
Maximum force: 0.0239 hartree/bohr

Geometry as ORCA input:
```
! wB97M-V def2-TZVPD RIJCOSX def2/J DEFGRID3
* xyz 0 1
N 1.393 0.056 0.283
C 2.528 -0.612 -0.307
N 2.122 -1.248 -1.577
N 2.993 -1.658 0.586
C 3.690 0.396 -0.517
O 3.261 1.754 -0.501
C 3.232 2.310 0.712
O 3.623 1.840 1.747
O 2.801 3.614 0.656
Br 1.217 3.794 -0.272
H 0.631 -0.607 0.314
H 1.087 0.802 -0.333
H 2.874 -1.810 -1.955
H 1.880 -0.530 -2.246
H 3.090 -2.531 0.095
H 2.364 -1.762 1.364
H 4.467 0.205 0.206
H 4.113 0.224 -1.497
C -2.888 -3.879 -3.557
C -1.567 -4.146 -3.889
C -0.538 -3.567 -3.160
C -0.825 -2.718 -2.100
C -2.148 -2.449 -1.774
C -3.179 -3.028 -2.500
H -3.691 -4.334 -4.122
H -1.340 -4.806 -4.716
H 0.493 -3.777 -3.418
H -0.016 -2.270 -1.537
H -2.377 -1.784 -0.950
H -4.209 -2.818 -2.243
C -2.618 1.735 2.673
C -3.436 2.669 3.294
C -2.909 3.880 3.719
C -1.562 4.157 3.525
C -0.744 3.220 2.909
C -1.271 2.010 2.482
H -3.031 0.792 2.339
H -4.486 2.453 3.447
H -3.547 4.609 4.201
H -1.151 5.102 3.854
H 0.307 3.431 2.762
H -0.628 1.282 2.003
*
```

Here are the Mulliken charges for atoms 1 to 6, given in e: N -0.599; C 1.027; N -0.576; N -0.666; C -1.140; O -0.361



Entry 2:
Computed, not measured: C27H32BI2N7O3Pt as an isolated structure at a distorted geometry, with the ωB97M-V functional and the def2-TZVPD basis.

⟨S²⟩: 6.0377
Energy relative to the best compared isomer or geometry (same formula, charge and spin): 60.70 kJ/mol
Gap between HOMO and LUMO (spin up / spin down): 7.2 / 5.9 eV
Energy: -65198.4864 eV
Maximum force: 0.0301 hartree/bohr

Geometry as ORCA input:
```
! wB97M-V def2-TZVPD RIJCOSX def2/J DEFGRID3
* xyz 2 5
Pt 0.265 -0.282 0.074
C 3.371 -1.799 3.495
C 2.143 -2.316 2.738
C 1.623 -3.619 3.355
C 2.468 -2.511 1.287
C 3.490 -3.277 0.707
C 3.359 -3.105 -0.657
N 2.323 -2.284 -0.883
N 1.781 -1.936 0.295
B 1.768 -1.700 -2.182
N 1.958 -0.157 -2.196
C 2.571 0.561 -3.138
C 2.294 1.895 -2.932
C 1.485 1.960 -1.800
N 1.300 0.690 -1.360
C 0.943 3.247 -1.235
C 2.051 4.033 -0.518
C -0.312 3.084 -0.378
N 0.235 -1.923 -2.217
C -0.481 -2.648 -3.080
C -1.822 -2.381 -2.886
C -1.887 -1.439 -1.858
N -0.624 -1.177 -1.483
C -3.140 -0.796 -1.333
C -2.896 0.498 -0.563
C -3.958 -1.796 -0.506
H 3.122 -1.628 4.543
H 3.732 -0.863 3.067
H 4.182 -2.525 3.456
H 1.352 -1.562 2.800
H 2.379 -4.402 3.287
H 0.729 -3.968 2.837
H 1.388 -3.468 4.410
H 4.214 -3.887 1.219
H 3.928 -3.524 -1.471
H 2.293 -2.185 -3.130
H 3.138 0.080 -3.918
H 2.618 2.729 -3.531
H 0.674 3.840 -2.111
H 2.458 3.472 0.317
H 1.655 4.974 -0.134
H 2.875 4.259 -1.193
H -0.224 2.260 0.340
H -1.189 2.907 -0.997
H -0.494 3.995 0.194
H 0.007 -3.297 -3.788
H -2.656 -2.789 -3.430
H -3.726 -0.548 -2.221
H -2.232 0.339 0.292
H -3.837 0.877 -0.165
H -2.473 1.261 -1.215
H -3.455 -2.012 0.438
H -4.093 -2.735 -1.041
H -4.942 -1.383 -0.289
I -2.001 -4.335 2.187
C -1.980 -2.477 3.108
C -2.483 -2.301 4.380
C -2.449 -1.059 5.002
I -3.212 -0.918 6.922
C -1.921 0.093 4.324
C -1.886 1.391 4.855
C -1.413 2.429 4.091
C -0.973 2.163 2.791
N -0.956 0.946 2.280
C -1.416 -0.072 3.020
C -1.390 -1.384 2.392
O -0.898 -1.558 1.246
H -2.912 -3.147 4.899
H -2.247 1.571 5.859
H -1.388 3.437 4.479
H -0.622 2.966 2.153
O 1.899 0.464 1.449
O 2.121 1.578 1.838
*
```

Here are the Mulliken charges for atoms 1 to 6, given in e: Pt 3.203; C -1.643; C 1.850; C -1.320; C -0.042; C -1.037



Entry 3:
Computed, not measured: C23H33N3PS3W as an isolated structure, with the ωB97M-V functional and the def2-TZVPD basis.

⟨S²⟩: 2.0222
Energy relative to the best compared isomer or geometry (same formula, charge and spin): 225.29 kJ/mol
Gap between HOMO and LUMO (spin up / spin down): 6.9 / 7.3 eV
Energy: -72471.2929 eV
Maximum force: 0.0133 hartree/bohr

Geometry as ORCA input:
```
! wB97M-V def2-TZVPD RIJCOSX def2/J DEFGRID3
* xyz 1 3
W -0.138 -0.152 -0.270
C -2.838 0.927 1.294
N -1.426 0.563 1.617
C -1.577 -0.557 2.598
C -0.398 -1.466 2.563
N -0.211 -1.956 1.172
C -1.414 -2.644 0.613
C 0.884 -2.942 1.196
C 0.894 -4.000 2.096
C 1.929 -4.917 2.041
C 2.937 -4.776 1.091
C 2.901 -3.735 0.185
C 1.856 -2.812 0.232
S 1.715 -1.545 -0.963
C -0.771 1.715 2.277
C -1.474 2.451 3.227
C -0.874 3.527 3.854
C 0.435 3.868 3.533
C 1.132 3.132 2.599
C 0.537 2.041 1.960
S 1.507 1.078 0.845
H -3.464 0.849 2.186
H -3.229 0.241 0.539
H -2.874 1.944 0.936
H -2.479 -1.105 2.328
H -1.739 -0.140 3.598
H -0.566 -2.302 3.245
H 0.534 -0.966 2.846
H -1.825 -3.365 1.324
H -1.107 -3.166 -0.296
H -2.202 -1.921 0.367
H 0.113 -4.135 2.829
H 1.948 -5.743 2.735
H 3.746 -5.489 1.054
H 3.670 -3.631 -0.566
H -2.490 2.193 3.486
H -1.425 4.094 4.587
H 0.909 4.710 4.014
H 2.151 3.391 2.351
C -4.332 2.741 -0.906
C -2.847 3.074 -0.960
P -1.526 1.846 -1.473
C -0.255 3.154 -1.780
C -0.229 3.860 -3.128
C -2.411 1.087 -2.890
C -2.733 1.947 -4.107
H -4.896 3.673 -0.862
H -4.629 2.156 -0.036
H -4.674 2.214 -1.794
H -2.512 3.579 -0.049
H -2.712 3.825 -1.746
H 0.729 2.743 -1.546
H -0.462 3.877 -0.981
H 0.098 3.186 -3.919
H 0.476 4.690 -3.083
H -1.197 4.271 -3.409
H -3.343 0.750 -2.419
H -1.900 0.174 -3.209
H -3.253 2.868 -3.847
H -3.379 1.386 -4.781
H -1.832 2.209 -4.656
S 0.689 0.453 -2.609
C 0.070 -0.868 -3.477
N -0.365 -1.745 -4.083
*
```

Here are the Mulliken charges for atoms 1 to 6, given in e: W 0.943; C -1.749; N 1.149; C -0.853; C -1.379; N 0.698



Entry 4:
Computed, not measured: an isolated molecule of C4H8O at a distorted geometry, with the ωB97M-V functional and the def2-TZVPD basis.

Energy relative to the best compared isomer or geometry (same formula, charge and spin): 506.03 kJ/mol
Gap between HOMO and LUMO (spin up / spin down): 9.6 / 6.1 eV
Energy: -6319.9233 eV
Maximum force: 0.0564 hartree/bohr

Geometry as ORCA input:
```
! wB97M-V def2-TZVPD RIJCOSX def2/J DEFGRID3
* xyz 0 1
C -0.744 0.329 -1.489
C 0.003 0.574 -0.221
C -0.398 0.053 1.113
C 0.911 -0.560 1.418
O 1.278 -1.032 0.043
H -1.143 -0.687 -1.534
H -0.133 0.509 -2.379
H -1.599 1.027 -1.527
H 0.752 1.364 -0.210
H -1.295 -0.586 1.038
H -0.642 0.914 1.755
H 0.934 -1.359 2.177
H 2.077 -0.545 -0.185
*
```

Here are the Mulliken charges for atoms 1 to 6, given in e: C -1.101; C -0.217; C -0.340; C -0.366; O -0.492; H 0.304